Entry 1:
This record from the OMol25 dataset describes a cluster of 18 separate species, C36H90N18O18 in total. The level of theory is the ωB97M-V functional and the def2-TZVPD basis.

Atoms and positions in Å:
O1 2.512 7.828 -1.858
C1 3.408 7.002 -1.628
N1 3.219 6.122 -0.642
C2 4.584 6.961 -2.458
H1 2.328 6.166 -0.181
H2 3.848 5.321 -0.413
H3 4.369 7.443 -3.367
H4 5.152 6.049 -2.664
H5 5.296 7.581 -1.923
O2 -2.559 -4.456 -0.541
C3 -1.845 -3.998 0.361
N2 -2.426 -3.566 1.524
C4 -0.335 -3.885 0.223
H6 -3.415 -3.729 1.565
H7 -1.814 -3.445 2.283
H8 -0.089 -3.764 -0.874
H9 0.146 -4.855 0.473
H10 0.060 -3.072 0.830
O3 2.661 -6.418 3.055
C5 3.085 -5.339 3.322
N3 3.916 -4.541 2.528
C6 2.961 -4.673 4.686
H11 4.065 -4.917 1.602
H12 3.928 -3.520 2.470
H13 3.532 -3.717 4.744
H14 3.123 -5.420 5.485
H15 1.944 -4.414 4.916
O4 4.291 2.979 0.197
C7 3.670 3.175 1.237
N4 2.278 3.288 1.137
C8 4.340 3.325 2.592
H16 1.744 3.446 1.979
H17 1.756 3.512 0.314
H18 4.394 4.383 2.917
H19 5.406 3.104 2.415
H20 4.016 2.758 3.417
O5 -0.640 -1.253 -4.323
C9 -0.463 -2.498 -4.091
N5 0.722 -3.072 -3.988
C10 -1.688 -3.400 -3.726
H21 1.582 -2.565 -3.711
H22 0.857 -4.004 -3.559
H23 -2.590 -3.208 -4.306
H24 -1.977 -3.178 -2.657
H25 -1.453 -4.403 -3.815
O6 -0.671 0.847 1.068
C11 -1.100 1.024 -0.091
N6 -2.135 1.822 -0.398
C12 -0.392 0.406 -1.230
H26 -2.469 2.316 0.436
H27 -2.197 2.184 -1.338
H28 0.639 0.039 -1.016
H29 -0.440 1.043 -2.087
H30 -1.101 -0.429 -1.467
O7 1.323 2.677 -4.754
C13 1.519 3.452 -3.787
N7 0.939 4.678 -3.760
C14 2.354 3.014 -2.588
H31 0.532 4.855 -4.583
H32 1.128 5.358 -3.063
H33 1.962 2.023 -2.220
H34 2.299 3.745 -1.763
H35 3.394 2.927 -2.829
O8 1.246 -5.680 -2.378
C15 1.986 -5.328 -1.462
N8 2.463 -4.084 -1.295
C16 2.586 -6.310 -0.515
H36 3.185 -3.890 -0.621
H37 2.288 -3.279 -1.874
H38 3.280 -5.954 0.278
H39 2.922 -7.258 -1.108
H40 1.845 -6.747 0.156
O9 -0.834 -3.892 3.813
C17 -0.988 -4.414 4.893
N9 -0.913 -3.710 6.037
C18 -1.297 -5.908 4.992
H41 -1.081 -4.088 6.949
H42 -0.519 -2.794 5.925
H43 -0.944 -6.407 4.066
H44 -2.356 -6.067 4.985
H45 -0.843 -6.351 5.811
O10 -2.357 -9.503 -3.240
C19 -2.689 -8.356 -2.852
N10 -1.779 -7.522 -2.381
C20 -4.081 -7.802 -2.783
H46 -2.076 -6.695 -1.892
H47 -0.838 -7.882 -2.275
H48 -4.753 -8.658 -2.647
H49 -4.380 -7.369 -3.806
H50 -4.068 -7.015 -1.995
O11 4.143 -2.407 0.684
C21 3.897 -1.206 0.796
N11 4.209 -0.313 -0.214
C22 3.324 -0.541 2.023
H51 4.116 0.700 -0.069
H52 4.624 -0.690 -1.044
H53 2.913 0.479 1.841
H54 4.027 -0.411 2.814
H55 2.432 -1.097 2.339
O12 0.221 5.829 -0.411
C23 -0.582 6.736 -0.586
N12 -0.408 7.671 -1.508
C24 -1.937 6.714 0.250
H56 -1.296 8.125 -1.711
H57 0.548 7.847 -1.840
H58 -2.818 6.671 -0.505
H59 -2.014 7.637 0.868
H60 -1.836 5.793 0.791
O13 0.451 -1.118 5.683
C25 0.392 -0.430 4.665
N13 -0.438 -0.811 3.638
C26 1.118 0.949 4.487
H61 -0.630 -1.808 3.770
H62 -0.235 -0.416 2.679
H63 1.230 1.171 3.440
H64 2.048 1.047 5.043
H65 0.430 1.749 4.779
O14 -4.874 -1.392 0.965
C27 -4.696 -1.652 -0.239
N14 -3.677 -1.028 -0.943
C28 -5.417 -2.794 -0.941
H66 -3.444 -0.056 -0.733
H67 -3.761 -1.169 -1.918
H68 -4.638 -3.557 -0.865
H69 -5.706 -2.519 -1.952
H70 -6.241 -3.091 -0.380
O15 0.528 3.814 4.084
C29 -0.583 4.105 3.692
N15 -1.334 3.169 2.995
C30 -1.270 5.386 4.087
H71 -0.905 2.345 2.566
H72 -2.180 3.575 2.531
H73 -0.916 6.178 3.437
H74 -0.964 5.532 5.109
H75 -2.312 5.457 3.929
O16 -2.803 2.610 -2.991
C31 -3.064 3.729 -3.498
N16 -3.220 3.905 -4.868
C32 -3.294 4.871 -2.548
H76 -2.706 3.240 -5.436
H77 -3.107 4.844 -5.278
H78 -2.366 5.427 -2.457
H79 -3.537 4.467 -1.561
H80 -3.937 5.680 -2.834
O17 -3.998 3.416 1.616
C33 -4.482 2.321 1.799
N17 -3.781 1.273 2.082
C34 -5.964 2.065 1.672
H81 -2.768 1.171 2.092
H82 -4.189 0.315 1.942
H83 -6.248 2.290 0.682
H84 -6.550 2.687 2.385
H85 -6.166 1.030 1.840
O18 2.794 -1.326 -3.024
C35 2.846 -0.348 -3.819
N18 1.814 0.138 -4.494
C36 4.210 0.150 -4.162
H86 1.929 1.070 -4.857
H87 0.840 -0.208 -4.481
H88 4.395 1.221 -3.957
H89 4.388 0.023 -5.272
H90 4.937 -0.386 -3.560

Forces on atoms 1 to 6 (eV/Å):
0.255 0.141 -0.143
-2.617 -0.439 0.285
1.291 -1.578 0.845
2.425 -0.121 0.053
-0.315 -0.069 0.137
-0.703 1.182 -0.536

Calculated values
Kohn-Sham gap   8.729 eV
Strongest force on any atom   5.06 eV/Å
Net charge   0
Lowest unoccupied orbital energy   -0.09 eV
Energy relative to the best compared isomer or geometry (same formula, charge and spin)   0.895 eV

Results of the Mulliken charge analysis, in e, for atoms 1 through 6:
1. O -0.7564
2. C 0.7609
3. N -0.0402
4. C -1.3058
5. H 0.1756
6. H 0.0179

=====

Entry 2:
This record from the OMol25 dataset describes a cluster of 6 separate species, C36H90N8O9PS in total. The level of theory is the ωB97M-V functional and the def2-TZVPD basis.

Atoms and positions in Å:
C1 -3.625 0.557 -0.100
C2 -2.538 0.651 1.131
C3 -1.788 -0.761 1.497
O1 -1.472 -1.610 0.337
C4 -0.052 -2.030 0.335
C5 0.339 -2.431 -1.205
C6 1.636 -1.410 -1.476
C7 2.964 -1.866 -0.619
C8 4.129 -0.677 -0.527
C9 -0.703 -2.084 -2.424
N1 -1.007 -3.481 -2.922
O2 -1.659 -3.547 -4.115
C10 -2.946 -4.229 -3.753
C11 -2.788 -5.862 -3.821
C12 -4.232 -6.630 -3.681
C13 0.388 -4.120 -2.907
N2 1.020 -4.878 -3.878
S1 2.607 -5.590 -3.708
C14 2.593 -7.276 -2.826
O3 3.616 -4.705 -2.891
O4 3.243 -5.766 -5.131
N3 0.962 -3.772 -1.518
P1 0.414 -5.199 -0.605
C15 1.575 -5.660 0.838
C16 -1.422 -5.108 -0.093
H1 -4.568 1.262 0.090
H2 -3.133 0.981 -1.099
H3 -4.067 -0.526 -0.269
H4 -1.788 1.533 0.854
H5 -3.150 1.024 2.084
H6 -0.874 -0.515 2.186
H7 -2.553 -1.385 2.165
H8 0.112 -2.889 1.123
H9 0.591 -1.094 0.677
H10 1.390 -0.296 -1.195
H11 1.927 -1.451 -2.628
H12 2.727 -2.211 0.490
H13 3.525 -2.795 -1.115
H14 3.805 0.154 0.230
H15 4.287 -0.299 -1.625
H16 5.106 -1.231 -0.151
H17 -0.126 -1.618 -3.343
H18 -1.570 -1.314 -2.259
H19 -3.177 -3.931 -2.628
H20 -3.836 -3.923 -4.449
H21 -2.360 -6.123 -4.887
H22 -2.069 -6.309 -2.992
H23 -4.519 -7.083 -4.748
H24 -5.077 -5.893 -3.281
H25 -4.123 -7.523 -2.908
H26 0.472 -5.038 -4.766
H27 2.221 -7.163 -1.721
H28 1.953 -8.018 -3.468
H29 3.721 -7.634 -2.824
H30 1.022 -6.057 1.809
H31 2.367 -4.807 1.096
H32 2.229 -6.584 0.459
H33 -2.056 -6.060 -0.357
H34 -1.441 -5.008 1.097
H35 -1.961 -4.129 -0.488
C17 -9.004 1.211 2.601
C18 -8.485 0.191 1.591
C19 -7.607 -0.913 2.224
O5 -6.277 -0.494 2.545
C20 -6.161 0.190 3.784
N4 -7.770 0.901 0.520
H36 -8.234 1.918 2.920
H37 -9.816 1.802 2.162
H38 -9.401 0.713 3.492
H39 -9.362 -0.300 1.151
H40 -7.491 -1.716 1.486
H41 -8.093 -1.365 3.097
H42 -6.855 -0.196 4.537
H43 -6.313 1.260 3.634
H44 -5.141 0.052 4.152
H45 -7.510 0.226 -0.201
H46 -6.870 1.201 0.905
C21 10.596 -1.286 -1.156
C22 10.116 -1.136 0.286
C23 9.439 -2.407 0.846
O6 8.102 -2.616 0.381
C24 8.017 -3.235 -0.894
N5 9.227 0.032 0.373
H47 9.778 -1.246 -1.879
H48 11.287 -0.475 -1.413
H49 11.130 -2.233 -1.294
H50 11.003 -0.938 0.901
H51 9.355 -2.293 1.934
H52 10.053 -3.300 0.678
H53 8.817 -3.963 -1.056
H54 8.023 -2.477 -1.678
H55 7.057 -3.758 -0.952
H56 8.986 0.186 1.353
H57 8.335 -0.234 -0.054
C25 0.302 4.107 -4.514
C26 1.698 4.111 -3.895
C27 2.065 2.783 -3.195
O7 1.454 2.605 -1.913
C28 0.123 2.111 -1.963
N6 1.810 5.254 -2.977
H58 -0.490 4.208 -3.768
H59 0.192 4.948 -5.209
H60 0.126 3.185 -5.078
H61 2.412 4.258 -4.715
H62 3.146 2.790 -3.005
H63 1.873 1.918 -3.841
H64 -0.029 1.412 -2.791
H65 -0.580 2.943 -2.029
H66 -0.077 1.586 -1.025
H67 2.772 5.309 -2.641
H68 1.274 5.020 -2.136
C29 -9.526 5.156 3.902
C30 -10.575 4.923 2.817
C31 -11.131 6.230 2.207
O8 -12.080 6.909 3.035
C32 -11.500 7.726 4.041
N7 -11.651 4.083 3.366
H69 -9.964 5.486 4.848
H70 -8.983 4.227 4.112
H71 -8.793 5.904 3.584
H72 -10.084 4.366 2.010
H73 -11.676 5.968 1.291
H74 -10.326 6.908 1.902
H75 -10.568 8.192 3.709
H76 -11.336 7.141 4.947
H77 -12.214 8.518 4.286
H78 -12.299 3.850 2.612
H79 -12.209 4.675 3.989
C33 10.272 3.336 3.156
C34 9.223 3.103 2.071
C35 8.667 4.410 1.460
O9 7.718 5.089 2.288
C36 8.298 5.906 3.294
N8 8.147 2.263 2.619
H80 9.834 3.666 4.101
H81 10.815 2.407 3.365
H82 11.005 4.084 2.837
H83 9.714 2.546 1.263
H84 8.122 4.148 0.545
H85 9.472 5.088 1.155
H86 9.230 6.372 2.963
H87 8.462 5.321 4.200
H88 7.584 6.698 3.540
H89 7.499 2.030 1.866
H90 7.589 2.855 3.242

Forces on atoms 1 to 6 (eV/Å):
-0.434 0.464 -0.460
-0.611 0.668 -0.289
-1.554 0.404 1.539
1.864 0.612 1.023
-0.715 0.225 0.177
2.250 3.951 -0.576

Calculated values
Kohn-Sham gap   6.017 eV
Strongest force on any atom   9.54 eV/Å
Net charge   +1
Lowest unoccupied orbital energy   -4.26 eV
Energy relative to the best compared isomer or geometry (same formula, charge and spin)   11.374 eV

Results of the Mulliken charge analysis, in e, for atoms 1 through 6:
1. C -0.6607
2. C -0.3281
3. C -0.4804
4. O -0.1508
5. C -0.8138
6. C 0.6456

=====

Entry 3:
This record from the OMol25 dataset describes a cluster of 10 separate species, C36H90NO18S10 in total. The level of theory is the ωB97M-V functional and the def2-TZVPD basis.

Atoms and positions in Å:
C1 4.107 -1.038 -0.985
C2 2.508 -0.787 -1.100
O1 2.083 -0.491 -2.453
C3 1.048 0.543 -2.478
C4 -0.069 0.274 -3.607
O2 -1.429 0.212 -3.069
C5 -1.737 -1.213 -3.079
C6 -3.122 -1.581 -2.379
O3 -3.565 -0.550 -1.493
C7 -3.382 -0.789 -0.102
O4 -3.161 0.485 0.517
C8 -2.252 -1.890 0.294
C9 -2.577 -2.118 1.876
C10 -0.863 -1.151 0.134
C11 -0.323 -0.417 1.480
O5 -0.385 0.829 1.580
N1 -2.430 -3.212 -0.466
S1 -1.061 -4.303 -0.358
C12 0.305 -4.135 -1.564
O6 -0.355 -4.163 0.991
O7 -1.466 -5.772 -0.332
C13 -3.169 -3.097 -1.761
C14 -4.785 -3.318 -1.633
O8 -5.192 -4.485 -0.931
C15 -5.750 -4.213 0.379
C16 -2.758 -3.994 -3.006
C17 -3.140 -5.541 -2.988
C18 -1.960 -6.487 -3.589
O9 -4.284 -5.776 -3.887
H1 4.303 -1.121 0.151
H2 4.713 -0.157 -1.376
H3 4.414 -2.047 -1.428
H4 2.270 0.025 -0.335
H5 2.037 -1.808 -0.825
H6 1.589 1.521 -2.775
H7 0.583 0.746 -1.456
H8 0.172 -0.678 -4.185
H9 -0.021 1.147 -4.346
H10 -0.873 -1.837 -2.678
H11 -1.839 -1.488 -4.197
H12 -3.907 -1.614 -3.225
H13 -4.373 -1.195 0.334
H14 -4.056 0.892 0.575
H15 -3.543 -2.736 2.027
H16 -2.804 -1.117 2.405
H17 -1.708 -2.566 2.451
H18 0.030 -1.728 -0.251
H19 -1.013 -0.274 -0.605
H20 0.063 -1.091 2.315
H21 -3.113 -3.696 0.182
H22 0.158 -4.697 -2.559
H23 1.219 -4.656 -1.087
H24 0.654 -3.082 -1.814
H25 -5.183 -3.404 -2.712
H26 -5.313 -2.400 -1.196
H27 -4.913 -4.249 1.154
H28 -6.378 -3.266 0.450
H29 -6.457 -5.082 0.652
H30 -3.390 -3.578 -3.885
H31 -1.696 -3.895 -3.397
H32 -3.453 -5.971 -1.986
H33 -1.016 -6.478 -2.956
H34 -1.816 -6.184 -4.676
H35 -2.397 -7.545 -3.592
H36 -4.816 -6.474 -3.453
C19 2.268 5.827 -1.485
S2 1.584 4.173 -1.261
O10 2.011 3.347 -2.435
C20 -0.138 4.645 -1.530
H37 3.354 5.766 -1.396
H38 2.006 6.209 -2.473
H39 1.880 6.491 -0.711
H40 -0.250 5.100 -2.516
H41 -0.449 5.347 -0.754
H42 -0.755 3.747 -1.473
C21 -5.895 -7.104 4.627
S3 -4.490 -6.068 4.168
O11 -5.009 -4.978 3.282
C22 -3.692 -7.292 3.107
H43 -6.557 -6.522 5.269
H44 -6.437 -7.416 3.733
H45 -5.538 -7.979 5.175
H46 -4.371 -7.591 2.306
H47 -3.407 -8.160 3.703
H48 -2.797 -6.842 2.673
C23 1.928 0.883 4.293
S4 2.837 1.694 2.961
O12 3.883 0.738 2.484
C24 3.657 2.914 4.011
H49 1.365 0.051 3.869
H50 2.624 0.504 5.044
H51 1.235 1.594 4.747
H52 4.246 2.410 4.780
H53 2.907 3.558 4.475
H54 4.317 3.520 3.389
C25 6.505 -1.621 -5.484
S5 4.955 -1.999 -4.638
O13 4.301 -3.120 -5.381
C26 4.111 -0.474 -5.108
H55 7.182 -2.466 -5.356
H56 6.321 -1.462 -6.548
H57 6.953 -0.729 -5.042
H58 4.076 -0.387 -6.196
H59 4.636 0.381 -4.679
H60 3.095 -0.508 -4.714
C27 3.635 8.142 -4.173
S6 2.815 9.418 -3.193
O14 1.569 8.818 -2.626
C28 2.331 10.447 -4.595
H61 3.989 7.363 -3.497
H62 2.930 7.710 -4.887
H63 4.485 8.577 -4.700
H64 1.708 9.872 -5.282
H65 3.225 10.807 -5.109
H66 1.764 11.299 -4.218
C29 -3.236 3.487 2.409
S7 -4.858 3.408 3.198
O15 -5.872 3.197 2.119
C30 -4.921 5.149 3.670
H67 -3.001 2.502 2.001
H68 -3.249 4.220 1.599
H69 -2.482 3.759 3.149
H70 -4.830 5.779 2.783
H71 -4.113 5.367 4.370
H72 -5.878 5.343 4.154
C31 8.007 3.191 3.269
S8 8.452 4.608 2.242
O16 7.401 5.652 2.438
C32 8.125 3.802 0.660
H73 8.101 3.481 4.317
H74 6.976 2.892 3.068
H75 8.686 2.362 3.062
H76 7.087 3.466 0.620
H77 8.800 2.953 0.537
H78 8.303 4.523 -0.138
C33 -7.933 6.581 7.649
S9 -6.204 7.055 7.442
O17 -5.940 7.157 5.974
C34 -5.510 5.487 8.009
H79 -8.560 7.408 7.315
H80 -8.151 5.695 7.049
H81 -8.132 6.380 8.703
H82 -5.879 4.669 7.387
H83 -5.788 5.322 9.051
H84 -4.424 5.542 7.929
C35 4.621 -6.014 -0.238
S10 6.056 -4.998 -0.648
O18 5.581 -3.882 -1.521
C36 6.851 -6.218 -1.715
H85 3.956 -5.429 0.400
H86 4.091 -6.296 -1.151
H87 4.946 -6.906 0.299
H88 6.184 -6.488 -2.535
H89 7.105 -7.104 -1.129
H90 7.764 -5.779 -2.120

Forces on atoms 1 to 6 (eV/Å):
-0.888 -0.319 0.781
1.793 -1.080 0.302
-1.028 0.442 1.497
0.322 1.288 -1.192
1.075 0.856 -0.108
0.803 -2.320 -0.034

Calculated values
Kohn-Sham gap   6.682 eV
Strongest force on any atom   10.83 eV/Å
Net charge   +1
Lowest unoccupied orbital energy   -3.18 eV

Results of the Mulliken charge analysis, in e, for atoms 1 through 6:
1. C -0.8115
2. C 0.2737
3. O -0.0358
4. C 0.4534
5. C -0.7281
6. O -0.4452

=====

Among the records above, which one has the highest Kohn-Sham gap?
C36H90N18O18